# 1
Density functional theory data (ωB97M-V/def2-TZVPD) for a single C19H19N3O8S molecule.

XYZ file:
```
50
Properties=species:S:1:pos:R:3
C -0.09 3.26 -1.91
C -1.10 2.25 -2.48
O -2.04 1.96 -1.74
O -0.86 1.74 -3.72
C -1.89 0.98 -4.36
C -1.80 -0.53 -4.11
N -2.07 -0.98 -2.73
C -3.32 -1.12 -2.13
O -4.36 -1.10 -2.77
C -3.14 -1.38 -0.72
C -1.79 -1.36 -0.46
C -1.34 -1.55 0.87
C -0.01 -1.42 1.20
C 0.40 -1.50 2.52
S 2.20 -1.35 2.88
O 2.86 -2.66 2.66
O 2.44 -0.87 4.27
N 2.80 -0.16 1.78
C 4.25 -0.20 1.60
C 4.69 0.88 0.57
O 4.17 2.16 1.00
C 2.74 2.21 1.01
C 2.31 1.22 2.07
C -0.52 -1.72 3.51
C -1.86 -1.87 3.22
C -2.33 -1.82 1.88
N -3.68 -1.98 1.58
C -4.14 -1.75 0.30
O -5.33 -1.70 0.18
C -1.14 -1.08 -1.72
O 0.08 -0.99 -1.96
H 0.92 3.07 -2.22
H -0.33 4.26 -2.31
H -0.13 3.26 -0.83
H -1.80 1.15 -5.44
H -2.87 1.29 -4.11
H -2.60 -0.99 -4.74
H -0.85 -0.94 -4.39
H 0.74 -1.19 0.43
H 4.53 -1.18 1.24
H 4.74 -0.02 2.59
H 4.30 0.62 -0.41
H 5.79 0.87 0.49
H 2.25 1.90 0.07
H 2.40 3.22 1.27
H 1.20 1.24 2.22
H 2.75 1.62 2.98
H -0.21 -1.76 4.56
H -2.56 -2.12 4.00
H -4.39 -1.87 2.31
```

Results
- frontier orbital gap (eV) = 7.641
- calculated total energy (eV) = -51696.40577
- SMILES = CC(=O)OCCN1C(=O)c2c(c3cc(S(=O)(=O)N4CCOCC4)ccc3[nH]c2=O)C1=O
- energy relative to the best compared isomer or geometry (same formula, charge and spin) (kcal/mol) = 0.0
- strongest force on any atom (eV/Å) = 5.5

natural (NBO) atomic charge list, values in e, 2 entries: number 1, C, carries -0.710; number 2, C, carries 0.809



# 2
Density functional theory data (ωB97M-V/def2-TZVPD) for 15 unconnected molecules or ions with the total composition C95H221N15O15.

XYZ file:
```
346
Properties=species:S:1:pos:R:3
C 4.42 -3.37 2.96
C 4.85 -3.75 1.51
C 5.35 -2.58 0.65
O 6.62 -2.04 1.14
C 6.74 -0.73 0.67
N 5.92 -4.71 1.56
H 5.23 -2.86 3.49
H 4.19 -4.28 3.51
H 3.49 -2.81 3.01
H 4.01 -4.26 1.04
H 4.61 -1.79 0.57
H 5.51 -2.83 -0.39
H 6.98 -0.74 -0.40
H 7.53 -0.26 1.25
H 5.84 -0.13 0.83
H 5.90 -5.15 0.65
H 6.78 -4.19 1.63
C 4.06 1.69 -2.07
C 5.15 0.91 -2.83
C 6.61 1.43 -2.72
O 7.51 0.59 -3.55
C 8.91 0.73 -3.34
N 4.98 -0.42 -2.35
H 3.99 2.68 -2.50
H 4.34 1.92 -1.04
H 3.12 1.14 -2.09
H 4.98 1.02 -3.90
H 6.96 1.42 -1.69
H 6.78 2.49 -2.92
H 9.19 1.77 -3.47
H 9.45 0.27 -4.17
H 9.19 0.37 -2.35
H 5.32 -0.52 -1.41
H 5.55 -1.04 -2.92
C -3.30 5.64 5.48
C -4.40 4.71 4.89
C -3.77 3.40 4.37
O -3.29 2.60 5.45
C -2.91 1.29 5.00
N -5.36 4.45 5.88
H -2.60 5.00 6.02
H -3.67 6.53 5.99
H -2.73 6.05 4.64
H -4.89 5.29 4.11
H -2.99 3.76 3.69
H -4.53 2.93 3.74
H -1.97 1.25 4.45
H -3.77 0.91 4.45
H -2.81 0.79 5.96
H -5.47 5.34 6.34
H -4.77 3.94 6.52
C -0.58 7.58 0.20
C 0.91 7.32 0.30
C 1.64 7.99 1.45
O 3.07 7.66 1.29
C 3.75 8.11 2.47
N 1.20 5.92 0.30
H -1.10 7.31 1.12
H -1.07 7.06 -0.63
H -0.77 8.65 0.11
H 1.26 7.82 -0.61
H 1.33 7.81 2.48
H 1.47 9.05 1.27
H 4.79 7.84 2.28
H 3.51 7.48 3.33
H 3.73 9.18 2.70
H 2.20 5.94 0.39
H 0.82 5.52 1.15
C -1.12 -4.10 -10.88
C -0.07 -3.33 -9.96
C -0.62 -2.39 -8.90
O 0.47 -1.76 -8.15
C 0.17 -1.03 -7.00
N 0.82 -4.28 -9.32
H -0.86 -5.14 -11.06
H -1.21 -3.66 -11.87
H -2.10 -4.21 -10.41
H 0.32 -2.52 -10.58
H -1.23 -3.04 -8.27
H -1.28 -1.64 -9.33
H -0.66 -0.44 -7.39
H 1.01 -0.49 -6.56
H -0.31 -1.65 -6.24
H 0.27 -4.95 -8.80
H 1.13 -3.64 -8.59
C 1.35 4.12 6.99
C 0.04 4.03 6.11
C 0.37 3.52 4.65
O 1.00 4.54 3.86
C 1.85 4.12 2.79
N -0.84 3.12 6.74
H 1.91 5.01 6.70
H 1.98 3.23 6.96
H 1.17 4.37 8.04
H -0.46 5.00 6.10
H -0.57 3.30 4.16
H 0.98 2.62 4.70
H 2.34 3.18 3.05
H 2.60 4.90 2.68
H 1.25 4.04 1.89
H -1.70 2.98 6.23
H -1.24 3.43 7.61
C 0.75 6.28 -3.50
C 0.23 5.48 -4.75
C -0.66 4.23 -4.37
O -1.19 3.34 -5.42
C -0.15 2.77 -6.24
N -0.65 6.32 -5.52
H 1.41 5.58 -2.99
H -0.02 6.84 -2.98
H 1.45 7.07 -3.78
H 1.04 5.09 -5.35
H -1.54 4.42 -3.76
H -0.12 3.57 -3.69
H -0.61 2.04 -6.91
H 0.71 2.26 -5.81
H 0.23 3.53 -6.92
H -1.45 6.61 -4.97
H -1.15 5.72 -6.16
C -2.46 -5.43 -3.52
C -3.13 -4.06 -3.99
C -4.60 -4.04 -3.65
O -5.11 -4.93 -4.68
C -6.48 -4.75 -4.81
N -2.43 -3.00 -3.24
H -2.93 -6.30 -3.98
H -2.37 -5.59 -2.45
H -1.44 -5.38 -3.92
H -2.90 -3.83 -5.03
H -4.98 -3.03 -3.73
H -4.82 -4.48 -2.68
H -7.04 -5.33 -4.07
H -6.82 -5.20 -5.74
H -6.86 -3.74 -4.91
H -1.50 -3.39 -3.25
H -2.78 -2.92 -2.29
C -4.41 3.30 -0.17
C -5.85 2.77 0.03
C -6.77 3.27 -1.09
C -6.56 2.56 -2.44
C -6.79 1.14 -2.22
C -5.78 0.45 -1.14
N -5.93 1.23 0.09
O -5.15 0.72 1.22
C -6.20 -1.05 -0.99
C -4.32 0.37 -1.69
C -6.49 3.27 1.38
H -3.78 2.70 0.48
H -4.29 4.35 0.09
H -4.19 3.13 -1.23
H -7.82 3.05 -0.88
H -6.60 4.29 -1.42
H -5.59 2.83 -2.85
H -7.21 2.96 -3.22
H -6.69 0.65 -3.19
H -7.79 0.85 -1.90
H -6.06 -1.51 -1.97
H -5.68 -1.49 -0.14
H -7.25 -1.15 -0.70
H -3.68 0.36 -0.81
H -4.00 -0.52 -2.23
H -4.12 1.20 -2.37
H -6.03 2.88 2.29
H -7.58 3.16 1.42
H -6.22 4.30 1.62
H -5.81 0.10 1.55
C -4.14 -3.68 5.25
C -4.87 -3.68 3.92
C -4.74 -2.35 3.09
C -3.43 -2.17 2.36
C -3.02 -3.40 1.61
C -3.01 -4.70 2.41
N -4.35 -4.75 3.05
O -4.72 -5.99 3.48
C -2.93 -5.90 1.38
C -1.88 -4.72 3.48
C -6.39 -3.88 4.24
H -4.83 -3.28 5.99
H -3.33 -2.96 5.38
H -3.95 -4.69 5.62
H -5.59 -2.31 2.41
H -4.80 -1.55 3.83
H -2.73 -1.85 3.13
H -3.48 -1.42 1.57
H -2.00 -3.19 1.31
H -3.55 -3.42 0.66
H -3.84 -6.04 0.79
H -2.01 -5.75 0.82
H -2.83 -6.84 1.93
H -1.59 -3.73 3.84
H -2.06 -5.21 4.43
H -1.00 -5.29 3.17
H -6.72 -3.04 4.86
H -6.59 -4.77 4.84
H -7.09 -3.89 3.40
H -4.86 -6.41 2.62
C -6.70 0.83 -7.04
C -5.30 0.71 -7.56
C -4.25 0.34 -6.42
C -4.24 -1.20 -6.06
C -4.06 -1.97 -7.35
C -5.08 -1.75 -8.47
N -5.17 -0.23 -8.63
O -6.03 0.04 -9.67
C -4.50 -2.44 -9.71
C -6.42 -2.38 -8.10
C -4.74 2.10 -8.03
H -6.70 1.57 -6.24
H -7.04 -0.09 -6.58
H -7.39 1.23 -7.79
H -3.25 0.71 -6.63
H -4.52 0.79 -5.46
H -5.19 -1.50 -5.63
H -3.41 -1.33 -5.38
H -4.12 -3.04 -7.16
H -3.05 -1.80 -7.73
H -5.07 -2.15 -10.59
H -3.51 -2.06 -9.96
H -4.46 -3.53 -9.72
H -6.92 -2.13 -7.17
H -7.21 -2.08 -8.79
H -6.30 -3.46 -8.01
H -3.72 2.05 -8.40
H -4.76 2.90 -7.29
H -5.37 2.39 -8.87
H -5.51 0.33 -10.42
C 0.09 -0.63 10.38
C 1.13 0.06 9.37
C 2.54 -0.57 9.56
C 2.90 -1.90 8.85
C 2.60 -1.63 7.33
C 1.18 -1.05 6.96
N 0.78 0.00 7.90
O -0.57 0.42 7.74
C 1.27 -0.21 5.67
C 0.14 -2.20 6.88
C 1.34 1.53 9.79
H 0.07 -1.66 10.01
H 0.51 -0.70 11.38
H -0.91 -0.21 10.44
H 3.31 0.19 9.42
H 2.61 -0.88 10.60
H 3.95 -2.14 9.01
H 2.31 -2.76 9.17
H 2.82 -2.59 6.86
H 3.31 -0.91 6.93
H 0.34 0.06 5.16
H 1.87 -0.77 4.96
H 1.87 0.69 5.74
H 0.43 -2.92 6.12
H -0.76 -1.75 6.44
H -0.21 -2.73 7.76
H 1.78 1.60 10.78
H 2.10 1.97 9.15
H 0.43 2.14 9.83
H -0.45 1.34 7.50
C -0.93 -1.29 -0.84
C 0.00 -0.06 -0.86
C -0.81 1.19 -0.22
C -1.04 1.11 1.30
C 0.32 1.03 1.92
C 1.22 -0.16 1.47
N 1.20 -0.27 -0.05
O 1.94 -1.27 -0.55
C 2.65 0.33 1.92
C 0.70 -1.47 2.21
C 0.43 0.35 -2.29
H -1.91 -0.98 -1.22
H -1.16 -1.49 0.21
H -0.49 -2.17 -1.29
H -0.37 2.14 -0.51
H -1.78 1.29 -0.71
H -1.66 0.30 1.68
H -1.56 2.02 1.59
H 0.21 0.92 3.00
H 0.81 1.93 1.56
H 2.67 0.65 2.96
H 3.46 -0.39 1.77
H 3.06 1.15 1.32
H 0.62 -2.38 1.62
H 1.55 -1.53 2.90
H -0.22 -1.34 2.79
H 1.28 -0.27 -2.55
H 0.76 1.39 -2.21
H -0.44 0.21 -2.93
H 2.40 -0.77 -1.23
C 8.27 -0.08 4.81
C 7.55 1.34 4.95
C 8.70 2.35 4.98
C 8.35 3.82 4.55
C 7.39 3.75 3.32
C 6.19 2.81 3.37
N 6.61 1.46 3.79
O 5.70 0.41 3.55
C 5.15 3.59 4.34
C 5.65 2.71 1.94
C 6.79 1.24 6.28
H 7.57 -0.84 4.48
H 8.76 -0.29 5.76
H 9.08 -0.12 4.07
H 9.18 2.37 5.96
H 9.49 1.92 4.37
H 9.26 4.28 4.16
H 8.00 4.41 5.40
H 8.00 3.69 2.42
H 6.94 4.74 3.22
H 5.67 4.00 5.21
H 4.51 4.30 3.82
H 4.54 2.80 4.76
H 6.33 2.16 1.28
H 4.62 2.37 1.91
H 5.51 3.62 1.35
H 6.14 0.36 6.32
H 6.14 2.08 6.51
H 7.55 1.32 7.06
H 6.25 -0.16 3.01
C 3.17 -2.85 -4.95
C 3.25 -4.27 -4.34
C 4.57 -4.39 -3.52
C 4.58 -5.44 -2.34
C 3.33 -5.20 -1.48
C 1.99 -5.26 -2.25
N 2.10 -4.38 -3.42
O 0.89 -4.08 -4.08
C 1.63 -6.74 -2.54
C 0.99 -4.71 -1.30
C 3.29 -5.40 -5.40
H 2.46 -2.76 -5.78
H 4.13 -2.79 -5.47
H 3.01 -2.05 -4.22
H 5.41 -4.64 -4.17
H 4.77 -3.40 -3.10
H 5.49 -5.47 -1.74
H 4.56 -6.41 -2.85
H 3.47 -4.28 -0.90
H 3.43 -5.94 -0.69
H 0.60 -6.78 -2.90
H 2.17 -7.24 -3.34
H 1.68 -7.39 -1.67
H 1.04 -5.23 -0.34
H 1.14 -3.65 -1.12
H 0.01 -4.73 -1.78
H 4.16 -5.32 -6.06
H 2.34 -5.43 -5.93
H 3.39 -6.34 -4.87
H 1.05 -3.15 -4.23
```

Results
- frontier orbital gap (eV) = 8.057
- calculated total energy (eV) = -155143.04462
- energy relative to the best compared isomer or geometry (same formula, charge and spin) (kcal/mol) = 202.4
- strongest force on any atom (eV/Å) = 5.0

Mulliken atomic charge list, values in e, 2 entries: number 1, C, carries -1.541; number 2, C, carries 1.460



# 3
Density functional theory data (ωB97M-V/def2-TZVPD) for a single C2BrF3S molecule.

XYZ file:
```
7
Properties=species:S:1:pos:R:3
C -0.30 -0.18 0.64
C -0.11 -0.41 -0.69
F 0.54 -0.88 1.48
F -1.33 0.21 1.38
F 0.99 1.99 -0.27
S 1.38 0.33 -0.40
Br -1.17 -1.05 -2.13
```

Results
- frontier orbital gap (eV) = 9.450
- calculated total energy (eV) = -91100.37776
- energy relative to the best compared isomer or geometry (same formula, charge and spin) (kcal/mol) = 60.9
- strongest force on any atom (eV/Å) = 3.2

natural (NBO) atomic charge list, values in e, 2 entries: number 1, C, carries 0.689; number 2, C, carries -0.540



Q: Which of these has the lowest calculated total energy?
A: C95H221N15O15



Q: Among the records above, which one has the lowest strongest force on any atom?
A: C2BrF3S



Q: Which of these has the highest calculated total energy?
A: C19H19N3O8S